{"formula": "C43H61N5O6", "method": "the ωB97M-V functional and the def2-TZVPD basis", "species": ["N", "C", "C", "C", "C", "C", "H", "H", "H", "H", "H", "N", "C", "C", "C", "C", "C", "H", "H", "H", "H", "H", "N", "C", "C", "C", "C", "C", "H", "H", "H", "H", "H", "N", "C", "C", "C", "C", "C", "H", "H", "H", "H", "H", "N", "C", "C", "C", "C", "C", "H", "H", "H", "H", "H", "C", "C", "O", "C", "H", "H", "H", "H", "H", "H", "C", "C", "O", "C", "H", "H", "H", "H", "H", "H", "C", "C", "O", "C", "H", "H", "H", "H", "H", "H", "C", "C", "O", "C", "H", "H", "H", "H", "H", "H", "C", "C", "O", "C", "H", "H", "H", "H", "H", "H", "C", "C", "O", "C", "H", "H", "H", "H", "H", "H"], "xyz": [[2.513, 1.579, -1.301], [1.700, 2.509, -1.877], [0.928, 2.206, -3.008], [1.058, 0.977, -3.749], [1.845, 0.017, -3.121], [2.647, 0.393, -1.978], [1.633, 3.452, -1.356], [0.210, 2.930, -3.363], [0.554, 0.796, -4.687], [1.954, -1.015, -3.421], [3.390, -0.286, -1.587], [-2.493, 3.644, 0.031], [-2.482, 4.773, -0.663], [-1.314, 5.297, -1.237], [-0.088, 4.672, -0.912], [-0.044, 3.476, -0.166], [-1.307, 3.045, 0.269], [-3.411, 5.248, -0.941], [-1.323, 6.063, -1.998], [0.814, 5.196, -1.194], [0.851, 2.930, 0.095], [-1.337, 2.173, 0.905], [-0.170, -5.064, 1.668], [-1.363, -5.596, 1.314], [-2.415, -4.925, 0.648], [-2.161, -3.556, 0.437], [-1.013, -2.951, 0.965], [-0.028, -3.733, 1.595], [-1.399, -6.671, 1.405], [-3.313, -5.415, 0.301], [-2.928, -3.014, -0.097], [-0.880, -1.914, 0.691], [0.817, -3.258, 2.071], [-2.794, 1.228, -2.706], [-2.872, 1.187, -4.051], [-2.098, 1.939, -4.918], [-1.333, 2.973, -4.335], [-1.306, 3.151, -2.995], [-1.966, 2.223, -2.178], [-3.514, 0.408, -4.436], [-2.041, 1.734, -5.977], [-0.754, 3.619, -4.978], [-0.673, 3.939, -2.615], [-1.869, 2.286, -1.104], [2.883, -2.118, 0.207], [3.075, -2.270, 1.526], [2.712, -3.378, 2.250], [2.161, -4.477, 1.572], [1.938, -4.404, 0.199], [2.365, -3.241, -0.424], [3.576, -1.385, 1.888], [2.866, -3.384, 3.319], [1.895, -5.400, 2.065], [1.501, -5.202, -0.383], [2.226, -3.125, -1.489], [-0.538, 0.097, -0.935], [0.342, 0.205, 0.292], [0.256, 1.203, 1.008], [1.307, -0.986, 0.622], [-1.062, -0.859, -0.928], [-0.059, 0.040, -1.913], [-1.298, 0.878, -0.976], [0.968, -1.839, 0.034], [1.403, -1.236, 1.678], [2.297, -0.751, 0.233], [-0.692, -0.793, -3.353], [-1.307, -1.144, -4.669], [-1.372, -0.292, -5.570], [-1.680, -2.611, -4.952], [-0.995, -1.472, -2.556], [-0.935, 0.213, -3.009], [0.388, -0.893, -3.466], [-2.395, -2.595, -5.775], [-2.299, -3.034, -4.161], [-0.854, -3.291, -5.159], [3.487, 0.883, 4.442], [3.755, 0.936, 2.921], [4.829, 1.373, 2.443], [2.620, 0.413, 2.054], [4.295, 1.294, 5.046], [3.320, -0.135, 4.795], [2.647, 1.517, 4.723], [2.759, -0.661, 1.933], [2.736, 0.915, 1.093], [1.641, 0.691, 2.445], [1.360, -1.597, 5.727], [1.302, -1.399, 4.237], [2.063, -1.999, 3.526], [0.273, -0.473, 3.700], [0.349, -1.685, 6.126], [1.843, -0.765, 6.238], [1.932, -2.484, 5.999], [0.580, 0.571, 3.771], [-0.646, -0.578, 4.276], [0.077, -0.597, 2.636], [-0.429, 2.666, 4.169], [0.830, 2.608, 3.383], [1.909, 2.396, 3.973], [0.844, 2.976, 1.923], [-0.195, 2.372, 5.192], [-1.154, 1.911, 3.864], [-0.893, 3.651, 4.106], [0.001, 2.595, 1.346], [1.775, 2.644, 1.463], [0.769, 4.059, 1.826], [-3.345, -1.122, -2.367], [-3.511, -1.030, -0.820], [-3.725, -2.022, -0.181], [-3.337, 0.342, -0.185], [-3.088, -2.143, -2.647], [-2.489, -0.538, -2.704], [-4.209, -0.763, -2.926], [-4.114, 1.020, -0.536], [-2.395, 0.764, -0.534], [-3.360, 0.269, 0.903]], "forces_ev_per_a": [[0.16, -0.52, -1.95], [0.64, -2.47, -0.48], [2.16, -0.66, -1.34], [1.47, 2.07, 2.13], [3.15, 1.76, 1.49], [-1.75, 1.29, -0.44], [0.63, -0.38, -0.85], [3.00, -0.77, -0.08], [-0.21, 0.16, 0.11], [0.49, 0.07, -0.49], [-0.13, -0.23, 0.18], [0.78, 0.73, 1.57], [0.89, 0.37, -1.44], [0.46, -0.62, 1.66], [-0.62, 0.40, 1.23], [-2.33, 2.61, -2.09], [-1.13, 1.85, 0.63], [-0.36, -0.14, 0.31], [-0.15, 0.43, 0.36], [0.25, -0.20, -0.39], [-0.70, 0.70, -1.15], [-0.89, 0.02, -0.40], [-2.39, 0.08, 0.93], [0.24, 0.09, -1.17], [2.28, 0.86, 1.11], [1.30, -2.64, 0.76], [-0.61, -1.02, -0.51], [-3.56, 1.03, -0.07], [-0.09, -0.23, 0.24], [0.03, -0.09, 0.07], [1.78, -1.73, 0.06], [0.03, 0.00, 0.72], [-1.28, -0.05, -0.20], [1.32, 4.77, -0.89], [-0.17, 0.23, 0.93], [0.39, 1.93, 0.92], [-2.36, -0.93, -3.01], [-2.40, -0.26, 1.18], [-1.73, -0.61, -2.76], [-0.09, -0.01, -0.16], [-0.34, 0.24, 0.14], [0.15, 0.05, -0.13], [-0.99, -0.65, -0.26], [-0.60, -0.46, -1.95], [4.83, -7.13, -0.73], [2.73, -1.89, -2.76], [2.05, -4.40, -2.03], [3.23, -0.42, 0.10], [1.68, 1.17, -0.39], [0.67, 0.69, 0.19], [1.37, -2.21, 0.61], [0.87, -1.55, -0.97], [0.24, 0.35, 0.27], [-0.04, -0.03, 0.11], [0.00, 0.06, -0.26], [1.21, -0.23, 0.98], [0.15, -1.23, 0.36], [-0.38, -6.51, -1.89], [-6.44, 3.20, -1.74], [0.09, 0.06, 0.56], [1.06, 0.69, 2.13], [2.32, -0.76, -0.19], [-0.71, 0.91, 0.33], [-1.20, 0.06, -1.10], [-1.41, 1.30, -0.38], [-0.88, -2.13, -1.22], [0.79, 0.19, -1.93], [0.36, -2.58, 1.17], [-1.28, 0.72, 0.02], [0.24, -0.35, -0.79], [-0.01, -0.49, -1.31], [-1.57, -0.69, -0.16], [0.44, -0.04, -0.47], [0.50, -0.03, 0.38], [0.15, 0.32, 0.02], [2.07, -1.40, 0.39], [1.74, 0.94, 0.44], [-2.72, -1.18, 1.08], [2.03, 2.65, 1.10], [0.54, -0.12, -0.36], [0.26, -0.16, -0.27], [0.98, -1.90, 0.71], [-0.72, 3.24, 1.09], [0.16, -0.16, -0.02], [1.15, -0.49, -0.32], [-0.23, -0.17, 0.45], [-0.72, 0.51, 1.38], [-1.54, 3.61, 2.78], [-1.07, 0.24, 0.02], [-0.01, 0.00, 0.09], [-0.11, 0.25, -0.19], [-0.04, -0.04, -0.25], [0.07, -0.64, 0.68], [-0.12, 0.00, -0.05], [-0.20, -0.36, 0.47], [-0.44, -0.68, 0.53], [2.12, 1.23, 0.16], [-4.66, 4.15, -2.38], [0.50, 2.17, 3.28], [0.02, 0.49, 0.15], [-0.18, 0.19, -0.52], [0.03, -0.01, 0.03], [1.49, 1.57, 3.31], [0.02, 0.26, 0.35], [0.37, 0.46, 0.73], [0.39, -1.14, 0.91], [0.13, 2.02, -2.05], [-3.86, 2.78, 0.08], [-0.62, -0.45, 0.14], [-0.72, -0.36, 0.37], [-1.49, -0.83, 0.77], [-0.14, -0.15, 0.32], [-0.10, -0.09, 0.08], [-2.10, -0.48, 1.09], [-0.02, -0.10, 0.01]], "mulliken_charge": [-0.58, -1.19, -0.30, -0.83, -1.29, -0.24, 1.76, 0.02, 1.07, 0.65, 0.86, -0.84, -0.62, -0.31, -0.65, 0.75, 0.60, 0.37, 0.36, 0.47, 0.87, 1.14, -0.43, -0.77, -0.71, -0.30, 0.16, -0.04, 0.39, 0.47, -0.29, 0.74, 0.55, -0.14, -0.56, -0.50, -0.72, 0.09, 1.15, 0.48, 0.49, 0.46, 0.33, 0.00, -0.21, -0.78, -1.41, 0.15, -0.76, -0.12, 1.71, 0.30, 0.43, 0.42, 0.56, 1.04, -1.17, -0.17, -2.69, -0.79, 0.46, -2.98, 0.77, 0.25, 1.66, -0.44, 0.47, -0.59, -1.55, 0.92, -0.79, 0.17, 0.43, 0.41, 0.34, -0.88, 0.21, -0.72, 2.13, 0.49, 0.00, 0.24, 0.10, 0.33, -2.31, -1.52, 0.41, -0.33, 1.12, 0.45, 0.29, 0.38, -1.03, 0.89, -0.59, -1.29, 0.96, -0.56, -0.53, 0.47, 0.26, 0.34, -1.21, 0.30, 0.66, 0.08, 0.43, -0.54, -1.21, 0.27, -0.57, 0.45, 0.56, 2.13, 0.39], "energy_ha": -2399.253784, "de_lowest_ev": 24.136}

---

{"formula": "C43H62As2N3O3Si3Tl", "method": "the ωB97M-V functional and the def2-TZVPD basis", "species": ["Tl", "C", "O", "C", "N", "C", "C", "C", "C", "C", "C", "C", "C", "C", "C", "C", "C", "N", "C", "N", "C", "C", "O", "C", "C", "C", "C", "C", "C", "H", "H", "H", "H", "H", "H", "H", "H", "H", "H", "H", "H", "H", "H", "H", "H", "H", "H", "H", "C", "As", "C", "C", "C", "C", "C", "C", "C", "As", "C", "C", "H", "H", "H", "H", "H", "H", "H", "H", "H", "H", "H", "H", "H", "H", "H", "H", "C", "O", "Si", "C", "C", "C", "Si", "C", "C", "C", "Si", "C", "C", "C", "H", "H", "H", "H", "H", "H", "H", "H", "H", "H", "H", "H", "H", "H", "H", "H", "H", "H", "H", "H", "H", "H", "H", "H", "H", "H", "H"], "xyz": [[0.016, 0.477, -0.228], [-0.249, 5.219, 1.505], [-1.397, 4.880, 0.729], [-1.310, 3.585, 0.446], [-0.295, 2.941, 0.885], [0.513, 3.868, 1.661], [0.595, 3.516, 3.124], [-0.563, 3.178, 3.815], [-0.544, 3.071, 5.195], [0.633, 3.296, 5.889], [1.794, 3.603, 5.200], [1.777, 3.716, 3.821], [-2.367, 2.999, -0.376], [-3.396, 3.788, -0.893], [-4.336, 3.181, -1.713], [-4.216, 1.828, -1.981], [-3.160, 1.122, -1.403], [-2.260, 1.696, -0.619], [-2.983, -0.292, -1.740], [-2.087, -1.085, -1.291], [-2.203, -2.328, -2.051], [-3.443, -2.086, -2.958], [-3.813, -0.743, -2.682], [-2.381, -3.627, -1.303], [-2.395, -3.711, 0.076], [-2.627, -4.930, 0.691], [-2.834, -6.069, -0.064], [-2.813, -5.991, -1.446], [-2.590, -4.776, -2.063], [-0.587, 5.617, 2.465], [0.319, 5.989, 0.979], [1.516, 3.910, 1.226], [-1.485, 3.026, 3.269], [-1.451, 2.839, 5.732], [0.641, 3.247, 6.966], [2.713, 3.783, 5.737], [2.673, 4.001, 3.291], [-3.440, 4.839, -0.654], [-5.148, 3.751, -2.137], [-4.909, 1.303, -2.617], [-1.287, -2.407, -2.644], [-4.286, -2.727, -2.688], [-3.240, -2.186, -4.025], [-2.222, -2.817, 0.663], [-2.650, -4.997, 1.767], [-3.021, -7.014, 0.419], [-2.978, -6.872, -2.045], [-2.588, -4.721, -3.142], [-1.806, 0.135, 4.024], [-1.671, -0.572, 2.187], [-3.597, -0.967, 2.000], [-0.782, -2.213, 2.837], [-1.490, -3.256, 3.426], [-0.843, -4.286, 4.086], [0.536, -4.260, 4.214], [1.249, -3.228, 3.632], [0.614, -2.219, 2.920], [1.719, -0.861, 2.036], [3.319, -1.921, 1.532], [2.453, 0.061, 3.623], [-2.191, -0.663, 4.663], [-2.489, 0.980, 4.065], [-0.834, 0.447, 4.398], [-3.890, -1.884, 2.509], [-3.878, -1.044, 0.952], [-4.152, -0.138, 2.443], [-2.572, -3.261, 3.384], [-1.407, -5.092, 4.528], [1.047, -5.028, 4.770], [2.323, -3.194, 3.765], [4.215, -1.482, 1.971], [3.420, -1.906, 0.448], [3.231, -2.957, 1.854], [2.959, -0.640, 4.284], [1.661, 0.562, 4.175], [3.170, 0.812, 3.290], [1.022, -3.170, -0.832], [1.152, -1.814, -1.189], [1.847, -1.280, -2.596], [0.955, -1.962, -4.138], [3.614, -1.976, -2.714], [1.600, 0.617, -2.309], [0.571, 1.591, -3.620], [1.830, 1.798, -5.043], [0.021, 3.233, -2.813], [-1.019, 0.851, -4.367], [3.174, 1.623, -1.724], [4.677, 1.059, -2.756], [3.463, 1.386, 0.142], [3.100, 3.511, -1.977], [1.984, -3.566, -0.499], [0.671, -3.764, -1.674], [0.293, -3.237, -0.024], [1.037, -3.047, -4.175], [1.412, -1.590, -5.048], [-0.099, -1.712, -4.190], [3.567, -3.062, -2.746], [4.252, -1.704, -1.880], [4.110, -1.666, -3.625], [2.731, 2.312, -4.728], [1.381, 2.379, -5.843], [2.120, 0.839, -5.460], [0.169, 3.230, -1.737], [-1.033, 3.418, -3.002], [0.564, 4.078, -3.217], [-0.815, 0.255, -5.249], [-1.674, 1.658, -4.683], [-1.578, 0.244, -3.668], [5.258, 0.289, -2.267], [5.344, 1.901, -2.905], [4.400, 0.694, -3.736], [3.720, 0.361, 0.389], [2.590, 1.670, 0.729], [4.291, 2.013, 0.458], [2.867, 3.786, -2.998], [4.085, 3.917, -1.762], [2.397, 4.020, -1.327]], "forces_ev_per_a": [[0.54, -0.13, -0.42], [0.71, 0.30, 0.30], [-0.72, -0.08, -0.45], [0.85, -0.13, 0.49], [-0.57, -0.55, -0.54], [0.24, 0.47, 0.32], [0.03, -0.05, -0.08], [0.13, 0.03, 0.00], [-0.03, 0.03, -0.05], [0.06, -0.04, 0.05], [0.08, 0.01, 0.10], [-0.09, 0.01, -0.06], [-0.63, 0.20, -0.32], [0.17, -0.29, 0.12], [0.12, -0.10, 0.11], [0.12, -0.03, 0.21], [-0.51, 0.58, -0.25], [0.39, -0.14, -0.06], [0.37, -0.86, 0.02], [-0.10, 0.67, 0.38], [-0.07, -0.47, -0.51], [0.11, -0.71, -0.18], [-0.20, 0.82, 0.02], [0.06, 0.16, 0.07], [0.00, 0.16, -0.02], [0.01, -0.09, 0.09], [-0.04, 0.00, 0.02], [0.03, 0.03, -0.06], [0.05, 0.09, 0.11], [0.05, -0.09, -0.17], [-0.09, -0.11, -0.03], [-0.04, 0.06, 0.09], [-0.11, 0.00, -0.03], [-0.10, -0.05, 0.07], [0.02, -0.04, 0.14], [0.10, 0.01, 0.09], [0.14, 0.02, -0.09], [0.02, 0.04, 0.00], [-0.07, 0.08, -0.05], [-0.07, 0.04, -0.05], [-0.10, -0.03, -0.05], [0.16, 0.03, -0.03], [-0.02, 0.08, 0.08], [-0.05, -0.12, -0.02], [0.03, -0.01, 0.12], [-0.02, -0.14, 0.09], [-0.02, -0.13, -0.07], [0.03, 0.01, -0.18], [0.05, 0.16, -0.10], [-0.23, -0.19, 0.52], [0.13, -0.04, -0.23], [0.00, 0.20, -0.20], [-0.28, 0.16, -0.08], [0.03, 0.02, 0.04], [-0.04, 0.08, -0.05], [0.26, -0.04, 0.13], [0.00, 0.21, -0.29], [0.39, -0.13, 0.45], [-0.23, 0.14, -0.16], [-0.11, 0.06, -0.29], [0.00, -0.04, -0.15], [0.01, 0.05, -0.07], [0.01, -0.03, -0.07], [0.09, 0.03, 0.01], [0.08, -0.07, 0.01], [0.16, 0.01, 0.03], [-0.01, -0.02, 0.01], [-0.10, -0.03, 0.03], [0.08, -0.11, 0.05], [0.01, -0.09, -0.04], [-0.11, 0.04, 0.05], [-0.02, -0.01, 0.00], [-0.07, 0.08, 0.02], [-0.05, -0.14, -0.10], [-0.10, 0.04, -0.03], [-0.01, 0.00, -0.04], [0.08, -0.44, 0.15], [-0.28, 0.28, 0.19], [0.29, -0.13, -0.57], [0.15, 0.37, 0.70], [-0.69, 0.47, 0.17], [-0.52, 0.02, 0.47], [0.08, 0.42, -0.23], [-0.51, 0.03, 0.62], [0.15, -0.47, -0.30], [0.64, 0.03, 0.29], [0.31, 0.42, 0.17], [-0.57, 0.09, 0.43], [-0.09, -0.06, -0.69], [-0.24, -0.67, 0.04], [-0.02, -0.10, 0.05], [-0.10, -0.17, -0.04], [0.07, -0.12, 0.00], [0.10, -0.15, 0.10], [0.20, 0.13, -0.19], [-0.16, 0.09, 0.02], [-0.19, -0.20, 0.02], [0.10, 0.09, 0.19], [0.08, 0.12, -0.22], [0.19, 0.11, 0.06], [-0.13, 0.12, -0.16], [0.01, -0.22, -0.05], [0.12, 0.00, 0.14], [-0.23, -0.05, -0.09], [0.15, 0.19, -0.07], [0.10, -0.20, -0.13], [-0.02, 0.25, 0.01], [-0.11, -0.22, 0.16], [0.07, -0.24, 0.15], [0.04, 0.30, 0.01], [-0.09, -0.08, -0.26], [0.05, -0.17, 0.02], [-0.08, 0.11, 0.02], [0.19, 0.16, 0.00], [-0.05, 0.08, -0.21], [0.23, -0.08, 0.09], [-0.20, 0.05, 0.14]], "mulliken_charge": [1.28, -0.58, -0.48, 0.39, 0.83, -0.34, 0.24, -0.30, -0.74, -0.57, -0.89, -0.33, -0.58, -1.02, -1.00, -1.17, 0.20, 1.01, -0.64, 1.07, 1.32, -0.58, -0.40, -0.99, 1.12, -1.08, -0.78, -0.88, -0.42, 0.37, 0.33, 0.38, 0.44, 0.48, 0.45, 0.48, 0.48, 0.64, 0.50, 0.69, -0.92, 0.49, 0.32, 0.05, 0.36, 0.45, 0.45, 0.47, -1.42, 1.20, -1.05, 0.32, -1.13, -0.56, -1.06, -1.13, -0.13, 1.57, -1.02, -1.11, 0.67, 0.53, 0.20, 0.37, 0.09, 0.55, 0.39, 0.51, 0.45, 0.49, 0.52, -0.41, 0.54, 0.52, 0.06, 0.44, -1.16, 0.20, 0.61, -1.17, -1.42, -0.34, 0.60, -1.16, -0.19, -0.57, 0.49, -1.39, 0.03, -1.09, 0.40, 0.44, -0.02, 0.50, 0.40, 0.06, 0.48, 0.29, 0.45, 0.33, 0.46, 0.34, -0.73, 0.41, 0.70, 0.53, 0.48, -0.32, 0.45, 0.54, 0.33, 0.06, -0.60, 0.59, 0.36, 0.52, 0.13], "energy_ha": -7577.836354, "charge": 2}